A cluster of 2 separate species, C5H5NO2 in total in a non-equilibrium geometry. Source: OMol25; level of theory: ωB97M-V/def2-TZVPD.

Atoms and positions in Å:
C  -0.006  -0.005  0.454
C  1.053  -1.122  0.270
C  1.931  -0.958  -0.625
C  0.001  0.830  -0.677
C  -1.332  -0.675  0.021
H  -0.723  1.585  1.414
H  1.061  -1.683  1.268
H  2.725  -1.734  -0.464
H  2.003  -0.435  -1.719
H  -0.022  0.422  -1.598
N  -2.394  -1.177  -0.470
O  0.187  0.595  1.604
O  0.042  2.113  -0.639

Output
Energy above the lowest of the compared OMol25 structures with the same formula, charge and spin: 6.792 eV
Gap between HOMO and LUMO: 0.3864 Ha
LUMO energy: -0.40 eV